1.
{"formula": "C28H26N4O3PdS2", "method": "ωB97M-V with the def2-TZVPD basis set", "spin_multiplicity": 1, "e_tot_ha": -2451.588677, "e_above_lowest_kj_mol": 71.9, "orbital_gap_ev": 6.23, "homo_energy_ha": -0.2487, "symbols": ["H", "H", "C", "C", "S", "H", "C", "C", "H", "C", "N", "C", "H", "C", "N", "O", "H", "H", "C", "H", "C", "C", "C", "Pd", "H", "H", "C", "C", "C", "O", "C", "H", "C", "C", "H", "S", "C", "O", "H", "H", "C", "C", "H", "H", "C", "H", "H", "H", "C", "H", "H", "C", "H", "N", "C", "C", "N", "H", "C", "H", "H", "H", "C", "C"], "xyz": [[-4.526803, -0.952685, -2.275031], [-4.060277, -1.974960, 1.100710], [-4.148001, 0.205034, 6.285437], [4.294373, 0.679808, 0.520445], [-0.957814, -3.093255, 3.756801], [2.702913, 0.653589, -4.166806], [-0.467636, -1.103290, -3.080488], [4.808223, 0.423189, -0.747699], [-4.834195, 0.687170, -4.038544], [-4.045863, 0.824323, -3.309969], [2.071631, 0.313554, -0.252557], [-0.308673, -0.816100, -4.420071], [-2.996468, -2.950430, 6.701579], [2.546116, 0.105161, -1.496910], [-1.719531, -1.082088, 0.491944], [6.668894, -0.529860, -2.005896], [2.399716, 1.030756, -7.391726], [-4.490471, 1.057071, 6.858984], [-2.774871, -3.172296, 4.021525], [-1.360129, -1.600894, -2.731488], [-3.192095, 1.935526, -3.377027], [-4.105845, 0.270044, 4.900447], [1.563750, -0.193670, -2.548629], [0.148515, -0.399549, 0.054799], [-3.812840, -2.811544, -0.414738], [-2.915097, -4.100125, 4.574002], [-3.969097, -1.825902, 0.029982], [-2.783941, -0.944160, -0.261341], [-3.876442, -0.088069, -2.300368], [-1.007673, 1.360650, -0.586719], [1.040946, 0.183521, -6.282806], [-1.078139, -1.084028, -5.133341], [0.849865, -0.168050, -4.836775], [-3.313865, -2.046012, 6.194501], [-1.524237, 2.946623, -2.498700], [0.782544, -1.513285, 2.023519], [1.797618, 0.137746, -3.879939], [2.303503, 0.792732, -6.466407], [2.502196, 0.787398, 1.697701], [-3.227390, -3.256823, 3.037663], [3.910227, 0.146233, -1.763896], [-3.275412, -1.993428, 4.803776], [6.843159, 0.263203, -0.093087], [-3.323059, 2.661414, -4.171168], [-2.191975, 2.095033, -2.456409], [-4.399074, 1.178978, 4.390481], [-3.770864, -1.007951, 8.012769], [0.955209, -0.733114, -6.878541], [6.291084, 0.418576, -1.025091], [6.583582, 1.388339, -1.431854], [0.229955, 0.854123, -6.590006], [-3.675112, -0.823254, 4.163956], [4.951030, 0.924822, 1.344651], [0.434129, -0.793879, -2.149117], [-1.966389, 1.160011, -1.403072], [-0.820608, -2.098771, 2.319910], [-1.851713, -1.903916, 1.584698], [4.273295, -0.068042, -2.759187], [2.934115, 0.610294, 0.721996], [-3.635996, -0.765579, 3.084449], [-4.893662, -1.403119, -0.348472], [6.371379, -1.402922, -1.727843], [-2.865774, 0.033936, -1.322350], [-3.748837, -0.955607, 6.931445]], "forces_ev_per_a": [[-0.03, 0.03, 0.00], [-0.03, -0.03, -0.02], [-0.01, 0.05, 0.01], [0.28, 0.11, -0.27], [-0.15, -0.15, 0.16], [-0.03, -0.01, -0.02], [-0.03, -0.06, 0.09], [-0.08, -0.04, 0.15], [0.02, 0.01, 0.00], [-0.11, -0.04, -0.14], [0.01, -0.65, -0.46], [0.20, 0.12, -0.20], [-0.01, 0.01, 0.01], [0.46, 0.25, 0.41], [0.81, 0.05, -0.76], [-0.08, 0.05, -0.04], [0.01, 0.01, -0.02], [0.02, -0.01, 0.00], [0.45, 0.10, -0.06], [-0.03, -0.04, 0.03], [0.03, -0.12, 0.05], [0.02, 0.00, 0.01], [-0.58, -0.22, -0.50], [-0.95, 0.52, 2.24], [0.01, 0.00, -0.01], [-0.07, -0.02, -0.02], [-0.15, 0.15, 0.15], [0.32, -0.06, 0.62], [0.10, -0.10, 0.10], [0.50, 0.03, -0.18], [-0.05, -0.02, -0.07], [-0.05, -0.01, 0.06], [-0.21, -0.11, 0.07], [-0.01, 0.00, -0.04], [0.02, -0.02, 0.03], [-0.09, 0.13, -0.46], [0.29, 0.11, 0.22], [0.01, -0.01, 0.03], [-0.03, -0.08, 0.00], [-0.07, -0.02, 0.03], [-0.22, 0.06, -0.08], [-0.07, -0.01, 0.00], [-0.03, 0.04, 0.02], [0.03, 0.03, 0.02], [-0.08, 0.13, 0.02], [-0.03, -0.02, 0.00], [-0.01, -0.02, -0.01], [0.00, 0.01, 0.01], [0.04, -0.04, -0.02], [0.02, 0.01, 0.06], [0.01, 0.00, 0.02], [-0.03, 0.00, 0.00], [-0.04, -0.06, 0.04], [0.34, -0.05, -1.08], [-0.29, -0.23, 0.02], [0.04, 0.18, -0.44], [-0.45, -0.39, 0.53], [0.00, -0.01, 0.00], [-0.28, 0.15, 0.16], [0.03, -0.02, -0.01], [0.03, 0.01, -0.04], [0.05, 0.00, 0.04], [0.20, 0.31, -0.48], [0.01, 0.00, 0.04]]}

=====

2.
{"formula": "C17H32F6N6O7S2", "method": "ωB97M-V with the def2-TZVPD basis set", "spin_multiplicity": 1, "e_tot_ha": -2917.610689, "orbital_gap_ev": 7.28, "homo_energy_ha": -0.3285, "symbols": ["F", "H", "H", "H", "H", "H", "C", "N", "H", "H", "C", "H", "C", "C", "O", "H", "N", "N", "H", "H", "H", "C", "H", "H", "C", "H", "C", "C", "C", "S", "C", "H", "H", "H", "C", "H", "H", "F", "C", "C", "H", "C", "F", "H", "C", "H", "H", "N", "N", "H", "O", "F", "S", "O", "H", "O", "O", "F", "O", "C", "H", "H", "C", "H", "H", "H", "F", "H", "N", "O"], "xyz": [[-8.152781, -19.194445, -2.479838], [-4.754847, -22.797602, -8.490653], [-5.775920, -24.090437, -8.066181], [-10.722392, -16.650756, -1.552430], [-10.830760, -20.191937, -3.422094], [-4.243733, -20.872497, -2.484120], [-3.857219, -23.298265, -3.710226], [-8.239189, -20.551944, -5.387586], [-8.452469, -16.847110, -1.089475], [-11.854482, -15.827750, -0.480594], [-4.405717, -18.941711, -1.647703], [-3.669568, -15.839245, -6.158993], [-8.378156, -20.809927, -8.168257], [-5.181965, -23.712702, -8.899847], [-6.028989, -21.197929, -6.856132], [-10.979538, -17.313819, 0.056133], [-9.796657, -15.529025, -0.147060], [-4.404648, -17.796171, -1.711904], [-8.602017, -17.204217, 0.565934], [-10.788660, -21.561966, -4.519823], [-3.750554, -18.732837, -7.604304], [-10.919996, -16.384363, -0.509076], [-5.759788, -23.612269, -9.814254], [-9.603349, -26.615088, -6.077009], [-2.447755, -17.558126, -6.126339], [-5.791837, -22.666470, -4.164004], [-7.441728, -28.326164, -6.226507], [-8.666817, -26.094337, -5.894125], [-3.505791, -16.696039, -5.506456], [-7.436498, -21.437478, -6.616204], [-5.135020, -23.512298, -4.364089], [-8.068118, -28.699157, -7.036998], [-5.410153, -20.767959, -1.171094], [-6.395462, -28.511814, -6.483905], [-4.437207, -20.411584, -1.521371], [-3.560150, -19.293986, -6.020750], [-10.165336, -21.675284, -2.920400], [-8.404775, -19.502668, -8.216529], [-9.844709, -14.232651, 0.212100], [-4.087679, -24.640492, -9.181216], [-3.159791, -16.478003, -4.493569], [-7.390356, -26.807349, -6.249842], [-9.624562, -21.243274, -8.078668], [-7.741469, -28.821215, -5.306053], [-8.128058, -18.506741, -3.634852], [-3.834988, -20.877153, -0.741795], [-2.082249, -19.318268, -7.133191], [-3.232113, -25.363079, -9.432685], [-2.827030, -23.158670, -3.223162], [-9.488830, -20.845747, -4.153175], [-6.102197, -20.065795, -4.214238], [-7.798850, -21.341383, -9.223335], [-7.171381, -19.471842, -4.969385], [-1.263410, -17.400922, -5.972942], [-4.953667, -23.612496, -5.431670], [-6.947824, -18.416683, -5.905919], [-7.828091, -22.828041, -6.564222], [-7.418267, -17.407720, -3.362873], [-6.462640, -26.226902, -6.757755], [-8.600464, -16.356430, -0.120331], [-7.665308, -15.795139, -0.088606], [-8.656275, -25.782074, -4.844105], [-2.994259, -18.811581, -6.823608], [-4.440030, -17.226500, -5.323354], [-8.648940, -25.131216, -6.408466], [-5.518170, -24.411398, -3.880030], [-9.370043, -18.129957, -3.978187], [-8.861726, -13.737784, 0.250070], [-10.413149, -21.075335, -3.703540], [-10.878091, -13.594876, 0.278657]], "forces_ev_per_a": [[-0.81, -0.50, -0.02], [-0.10, 0.31, -0.58], [-0.26, -0.32, -0.30], [-0.28, -0.22, -0.06], [-0.46, -0.17, -0.14], [0.18, -0.01, 0.01], [0.55, 0.30, -0.03], [1.01, -1.59, -1.94], [-0.47, 0.06, -0.17], [0.03, -0.05, 0.21], [0.07, -0.87, 0.57], [-0.05, 0.26, 0.37], [0.63, -0.45, 1.58], [0.52, -0.38, 0.65], [-1.29, 0.60, 0.70], [0.09, 0.20, 0.38], [0.81, -2.30, 0.64], [-0.04, 0.04, -0.11], [-0.22, 0.44, 0.59], [-0.94, -0.02, 0.51], [0.28, 0.58, -0.21], [-0.24, 1.12, -0.80], [-0.17, 0.42, 0.18], [0.21, -0.34, -0.10], [-1.09, -1.04, -0.48], [-0.01, -0.01, -0.10], [1.49, 0.40, -0.26], [0.17, 1.51, 0.50], [0.16, -0.10, 0.79], [-0.96, -1.16, -1.34], [0.23, 0.00, 0.50], [-0.11, 0.19, -0.03], [-0.38, 0.50, -0.47], [-0.16, -0.90, 0.15], [-0.66, -0.28, 0.21], [0.38, -0.54, 0.03], [-0.52, -0.15, 0.05], [0.28, 0.53, -0.34], [-0.79, 0.55, -0.92], [0.00, -0.10, 0.04], [0.11, 0.79, -0.23], [-1.65, -0.67, -0.87], [-0.59, -0.32, -0.03], [-0.01, 0.27, 0.15], [1.52, 0.44, 0.03], [0.82, 0.68, -0.24], [-0.44, -0.63, -0.15], [-0.01, 0.01, 0.02], [-0.08, 0.04, 0.13], [0.55, 0.31, -0.17], [0.08, 0.29, -0.23], [0.13, 0.11, -0.33], [0.28, 2.40, 2.38], [0.00, 0.30, -0.08], [-0.33, -0.24, 0.00], [0.33, -0.37, -0.38], [-0.30, 0.78, 0.60], [-0.34, -0.25, -0.48], [0.22, 0.08, 0.51], [1.08, 0.27, -1.31], [-0.21, 0.27, 0.73], [0.05, -0.37, 0.16], [0.64, 0.42, 0.57], [-0.08, -0.08, -0.57], [-0.16, -0.13, -0.22], [-0.39, -0.09, -0.55], [-0.08, -0.45, 0.13], [0.13, -0.30, 0.43], [1.56, -0.04, -0.57], [0.11, -0.03, 0.30]]}

=====

3.
{"formula": "C4H10O2", "method": "ωB97M-V with the def2-TZVPD basis set", "spin_multiplicity": 1, "e_tot_ha": -308.757442, "e_above_lowest_kj_mol": 369.5, "orbital_gap_ev": 9.55, "homo_energy_ha": -0.3301, "symbols": ["H", "H", "C", "H", "O", "H", "H", "H", "H", "O", "C", "H", "H", "C", "C", "H"], "xyz": [[1.612023, -1.610734, -0.380307], [0.976015, 1.050330, 0.455864], [1.270511, -0.563191, -0.364273], [1.285119, -0.164227, -1.388607], [1.955254, 0.202048, 0.555137], [0.875455, -0.456968, 1.683111], [-1.805299, -0.319780, -1.127590], [-0.727150, 1.516201, -0.842970], [-1.110977, -1.941984, -1.064884], [-0.077225, -0.770650, 1.505717], [-1.374342, -1.067463, -0.458800], [-2.117732, -1.360824, 0.285510], [0.431643, 2.552289, -0.071634], [-0.178856, 1.649573, 0.092950], [-0.134572, -0.574342, 0.216075], [-0.879863, 1.859718, 0.904705]], "forces_ev_per_a": [[-0.02, 0.11, 0.04], [0.18, -0.08, -0.01], [-0.17, -0.09, -0.13], [-0.06, -0.11, 0.10], [0.05, 0.19, -0.07], [-0.20, -0.07, 0.12], [0.13, -0.09, 0.09], [0.07, 0.04, 0.14], [-0.02, 0.10, 0.09], [0.09, 0.09, -0.01], [-0.01, 0.06, -0.02], [0.11, 0.08, -0.10], [-0.04, -0.11, 0.08], [-0.24, 0.12, -0.07], [0.05, -0.16, -0.15], [0.09, -0.07, -0.09]]}

=====

4.
{"formula": "C3H4O3Pb", "method": "ωB97M-V with the def2-TZVPD basis set", "spin_multiplicity": 2, "charge": 1, "e_tot_ha": -534.936236, "e_above_lowest_kj_mol": 48.7, "s2": 0.75, "orbital_gap_ev": [5.87, 9.87], "homo_energy_ha": [-0.4088, -0.5524], "symbols": ["Pb", "H", "O", "C", "C", "O", "C", "H", "O", "H", "H"], "xyz": [[-2.192984, -0.078029, 1.635967], [2.601995, -0.338764, 0.982467], [0.808274, 0.527664, 0.439819], [2.158064, 0.253981, 0.176564], [2.177122, -0.409953, -1.194704], [0.618261, -0.361321, -1.627545], [-0.065284, 0.142867, -0.671594], [2.377873, -1.485708, -1.131686], [-1.207229, -0.113982, -0.337341], [2.894303, -0.018074, -1.921667], [2.666190, 1.161933, -0.406010]], "forces_ev_per_a": [[-0.45, 0.08, 0.98], [0.20, 0.68, -0.29], [-2.42, 0.22, -1.31], [0.96, 2.46, -3.88], [-1.74, -3.13, -0.19], [2.11, 0.78, -0.67], [3.53, -2.19, 4.22], [-0.43, 0.07, -0.28], [-0.36, 1.10, -2.06], [-1.02, 0.39, -0.26], [-0.39, -0.46, 3.73]]}

=====

Number 3 is which compound?
C4H10O2